No. 1
{
  "formula": "C27H40N4O6",
  "method": "the ωB97M-V functional and the def2-TZVPD basis",
  "symbols": ["C", "H", "C", "C", "H", "H", "C", "N", "C", "O", "C", "C", "C", "O", "N", "C", "N", "O", "C", "C", "H", "C", "H", "H", "H", "H", "H", "H", "H", "H", "C", "C", "C", "C", "C", "C", "C", "O", "C", "H", "H", "H", "O", "C", "H", "H", "H", "H", "H", "H", "H", "C", "O", "N", "H", "C", "C", "H", "H", "H", "C", "H", "H", "H", "C", "C", "H", "H", "H", "H", "H", "H", "H", "H", "H", "H", "H"],
  "coordinates": [[2.08, 3.40, -2.72], [1.83, 4.20, -2.03], [2.42, 2.13, -1.96], [1.25, 1.66, -1.11], [0.38, 1.49, -1.75], [0.98, 2.42, -0.38], [1.58, 0.36, -0.36], [0.40, -0.25, 0.22], [-0.04, 0.27, 1.39], [0.55, 1.20, 1.93], [-1.30, -0.31, 2.01], [-2.52, 0.46, 1.48], [-2.90, 1.71, 2.26], [-4.06, 2.04, 2.37], [-1.86, 2.41, 2.78], [-1.98, 3.55, 3.54], [-0.91, 4.15, 4.00], [-1.33, 5.22, 4.71], [-2.67, 5.27, 4.70], [-3.16, 4.23, 3.97], [-4.17, 3.96, 3.75], [-3.35, 6.37, 5.43], [-3.09, 6.33, 6.48], [-4.42, 6.28, 5.31], [-3.02, 7.34, 5.04], [-0.89, 2.11, 2.62], [-2.35, 0.76, 0.44], [-3.41, -0.19, 1.49], [-1.23, -0.18, 3.09], [-1.40, -1.37, 1.81], [-0.27, -1.34, -0.46], [-0.03, -1.33, -1.95], [0.98, -2.09, -2.54], [1.17, -2.05, -3.90], [0.37, -1.24, -4.69], [-0.63, -0.46, -4.14], [-0.86, -0.52, -2.75], [-1.80, 0.20, -2.06], [-3.01, 0.56, -2.69], [-3.44, -0.28, -3.26], [-3.69, 0.83, -1.88], [-2.88, 1.42, -3.36], [-1.42, 0.39, -4.87], [-1.26, 0.43, -6.26], [-1.45, -0.55, -6.72], [-0.26, 0.78, -6.54], [-2.00, 1.14, -6.62], [0.55, -1.21, -5.75], [1.94, -2.65, -4.36], [1.59, -2.72, -1.92], [-1.36, -1.23, -0.34], [0.09, -2.73, 0.12], [-0.64, -3.68, -0.07], [1.25, -2.75, 0.80], [1.71, -1.87, 0.96], [1.79, -3.90, 1.53], [0.80, -4.30, 2.63], [1.18, -5.16, 3.18], [0.66, -3.47, 3.33], [-0.16, -4.55, 2.19], [1.98, -5.07, 0.56], [2.60, -4.78, -0.28], [2.45, -5.91, 1.07], [1.01, -5.39, 0.18], [3.12, -3.46, 2.16], [4.21, -3.09, 1.16], [5.06, -2.66, 1.69], [4.56, -3.96, 0.62], [3.86, -2.35, 0.44], [3.48, -4.27, 2.79], [2.92, -2.60, 2.81], [2.04, -0.35, -1.05], [2.28, 0.60, 0.45], [3.29, 2.31, -1.32], [2.69, 1.34, -2.67], [2.92, 3.73, -3.33], [1.23, 3.24, -3.38]],
  "nbo_charge": [-0.598, 0.205, -0.394, -0.400, 0.202, 0.218, -0.233, -0.447, 0.709, -0.658, -0.506, -0.492, 0.690, -0.614, -0.638, 0.307, -0.175, -0.278, 0.333, -0.377, 0.261, -0.659, 0.232, 0.232, 0.232, 0.451, 0.239, 0.244, 0.243, 0.233, -0.161, -0.091, -0.166, -0.227, -0.274, 0.232, 0.329, -0.530, -0.241, 0.181, 0.192, 0.193, -0.507, -0.250, 0.179, 0.179, 0.203, 0.222, 0.217, 0.213, 0.256, 0.689, -0.631, -0.642, 0.411, 0.130, -0.619, 0.211, 0.206, 0.235, -0.630, 0.207, 0.210, 0.246, -0.401, -0.611, 0.218, 0.209, 0.198, 0.215, 0.202, 0.211, 0.225, 0.197, 0.193, 0.207, 0.199],
  "spin_multiplicity": 1,
  "orbital_gap_ev": 9.23,
  "smiles": "CCCCN(C(=O)CCC(=O)Nc1cc(C)on1)[C@H](C(=O)NC(C)(C)CC)c1cccc(OC)c1OC"
}

=====

No. 2
{
  "formula": "C17H20N4O5S",
  "method": "the ωB97M-V functional and the def2-TZVPD basis",
  "symbols": ["C", "C", "C", "N", "S", "O", "O", "C", "C", "C", "C", "C", "C", "H", "H", "C", "O", "N", "C", "N", "N", "C", "O", "C", "O", "C", "H", "H", "H", "H", "H", "H", "H", "H", "C", "C", "C", "H", "H", "H", "H", "H", "H", "H", "H", "H", "H"],
  "coordinates": [[-4.83, -2.27, -1.79], [-3.94, -1.32, -1.57], [-4.29, 0.13, -1.37], [-3.76, 0.70, -0.15], [-2.27, 1.42, -0.26], [-2.19, 2.03, -1.56], [-2.07, 2.24, 0.89], [-1.05, 0.10, -0.18], [-0.66, -0.37, 1.05], [0.28, -1.38, 1.13], [0.82, -1.90, -0.04], [0.41, -1.43, -1.29], [-0.53, -0.42, -1.35], [-0.85, -0.01, -2.30], [0.84, -1.84, -2.19], [1.87, -2.97, 0.04], [1.67, -4.15, -0.07], [3.15, -2.50, 0.28], [3.58, -1.21, 0.36], [4.80, -0.85, 0.61], [4.81, 0.50, 0.59], [3.62, 0.90, 0.35], [2.76, -0.15, 0.19], [3.13, 2.30, 0.15], [3.58, 2.83, -1.06], [4.95, 3.19, -1.05], [5.18, 3.54, -2.05], [5.14, 3.99, -0.33], [5.58, 2.33, -0.80], [3.45, 2.92, 1.00], [2.03, 2.28, 0.10], [3.88, -3.19, 0.38], [0.61, -1.76, 2.08], [-1.07, 0.09, 1.94], [-4.06, -0.02, 1.07], [-3.93, 0.85, 2.28], [-3.38, 0.46, 3.41], [-3.32, 1.11, 4.27], [-2.96, -0.53, 3.53], [-4.34, 1.84, 2.17], [-5.10, -0.35, 0.99], [-3.44, -0.92, 1.17], [-3.88, 0.73, -2.18], [-5.38, 0.26, -1.37], [-2.89, -1.55, -1.51], [-4.54, -3.29, -1.94], [-5.89, -2.05, -1.85]],
  "nbo_charge": [-0.373, -0.206, -0.271, -0.666, 2.332, -0.940, -0.924, -0.337, -0.192, -0.202, -0.036, -0.211, -0.184, 0.248, 0.230, 0.662, -0.544, -0.623, 0.607, -0.332, -0.277, 0.423, -0.421, -0.124, -0.515, -0.262, 0.196, 0.166, 0.193, 0.197, 0.221, 0.442, 0.225, 0.251, -0.275, -0.161, -0.404, 0.207, 0.186, 0.217, 0.228, 0.197, 0.252, 0.205, 0.201, 0.205, 0.191],
  "de_lowest_kcal_mol": 97.7,
  "spin_multiplicity": 1,
  "orbital_gap_ev": 9.72,
  "smiles": "C=CCN(CC=C)S(=O)(=O)c1ccc(C(=O)Nc2nnc(COC)o2)cc1"
}

=====

No. 3
{
  "formula": "C8H12N2O",
  "method": "the ωB97M-V functional and the def2-TZVPD basis",
  "symbols": ["C", "C", "C", "C", "C", "C", "C", "C", "N", "N", "O", "H", "H", "H", "H", "H", "H", "H", "H", "H", "H", "H", "H"],
  "coordinates": [[0.08, -0.82, -1.11], [-2.17, 0.92, 0.11], [1.24, 1.35, 1.23], [1.05, -0.23, 1.13], [0.70, -2.57, 0.08], [-0.16, 1.89, 1.21], [-0.01, -0.18, 0.03], [-0.48, -0.58, -2.51], [0.88, -1.96, -0.99], [-0.81, 0.88, 0.38], [-2.92, 1.79, 0.43], [-2.43, 0.07, -0.52], [1.90, 1.52, 2.12], [1.69, 1.62, 0.16], [1.92, -0.69, 0.87], [0.65, -0.62, 2.09], [1.41, -3.40, 0.26], [-0.17, -2.39, 0.84], [-0.48, 1.92, 2.20], [-0.25, 2.91, 0.73], [0.30, -0.55, -3.19], [-0.87, 0.42, -2.73], [-1.07, -1.32, -2.81]],
  "nbo_charge": [0.087, 0.554, -0.403, -0.421, -0.049, -0.225, 0.151, -0.634, -0.412, -0.457, -0.582, 0.113, 0.228, 0.203, 0.221, 0.201, 0.178, 0.163, 0.201, 0.216, 0.231, 0.221, 0.215],
  "de_lowest_kcal_mol": 61.8,
  "spin_multiplicity": 1,
  "orbital_gap_ev": 9.17,
  "smiles": "C=N/C(C)=C1\\CCCN1C=O"
}

=====

No. 4
{
  "formula": "C2F4N2",
  "method": "the ωB97M-V functional and the def2-TZVPD basis",
  "symbols": ["C", "C", "N", "N", "F", "F", "F", "F"],
  "coordinates": [[-1.41, -0.20, 0.08], [1.02, -0.13, -0.05], [-2.39, -0.70, -0.24], [-0.24, 0.34, 0.33], [1.36, -1.30, 0.75], [1.16, -0.36, -1.35], [1.97, 0.74, 0.28], [-0.37, 2.01, 0.03]],
  "nbo_charge": [0.369, 1.069, -0.194, -0.141, -0.317, -0.282, -0.276, -0.228],
  "de_lowest_kcal_mol": 46.8,
  "spin_multiplicity": 1,
  "orbital_gap_ev": [8.79, 8.79]
}